# 1
The following is a quantum chemistry calculation of a cluster of 3 separate species, C20H46B2N3O16P2 in total at a distorted geometry, from the OMol25 dataset.

Element x y z (Å)
C (3.683, -0.638, 2.436)
C (2.237, -0.233, 2.789)
C (1.357, -1.467, 2.979)
O (1.465, -2.373, 2.206)
O (0.467, -1.497, 3.988)
C (-0.734, -0.708, 3.681)
C (-1.714, -1.613, 2.929)
C (-2.976, -0.940, 2.430)
O (-3.913, -0.515, 3.479)
N (-3.620, -0.972, 4.738)
O (-4.020, -0.213, 5.548)
C (-3.779, -2.050, 1.590)
O (-3.441, -3.231, 1.778)
O (-4.642, -1.614, 0.813)
N (-2.813, 0.240, 1.596)
B (-1.827, 0.240, 0.581)
C (-1.401, -0.946, -0.369)
O (-1.132, 1.471, 0.392)
B (-2.937, 1.508, 2.341)
N (-4.215, 2.281, 2.299)
O (-1.911, 2.003, 3.123)
H (3.829, -0.508, 1.367)
H (4.371, 0.002, 2.984)
H (3.833, -1.679, 2.707)
H (2.166, 0.343, 3.712)
H (1.757, 0.342, 1.994)
H (-1.118, -0.374, 4.641)
H (-0.402, 0.140, 3.082)
H (-1.918, -2.446, 3.596)
H (-1.146, -2.071, 2.122)
H (-2.183, -1.677, -0.560)
H (-1.067, -0.493, -1.307)
H (-0.513, -1.424, 0.063)
H (-0.227, 1.398, 0.701)
H (-3.942, 3.232, 2.038)
H (-4.577, 2.392, 3.244)
H (-2.259, 2.702, 3.685)
O (-3.611, 4.841, -0.580)
P (-4.269, 5.314, -1.817)
O (-5.747, 5.832, -1.359)
C (-5.840, 6.903, -0.424)
C (-5.320, 8.217, -0.982)
O (-4.653, 3.913, -2.547)
C (-3.876, 2.721, -2.322)
C (-4.602, 1.774, -1.395)
O (-4.148, 6.129, -3.203)
C (-4.954, 5.883, -4.360)
C (-6.349, 6.465, -4.283)
H (-5.310, 6.639, 0.494)
H (-6.897, 7.001, -0.175)
H (-4.248, 8.160, -1.188)
H (-5.491, 9.028, -0.273)
H (-5.814, 8.462, -1.922)
H (-2.891, 2.966, -1.925)
H (-3.722, 2.249, -3.295)
H (-4.960, 2.283, -0.501)
H (-3.955, 0.951, -1.091)
H (-5.480, 1.351, -1.886)
H (-4.984, 4.826, -4.611)
H (-4.419, 6.369, -5.178)
H (-6.992, 5.882, -3.627)
H (-6.798, 6.460, -5.278)
H (-6.327, 7.491, -3.916)
O (5.138, -6.531, -1.535)
P (6.134, -5.440, -1.599)
O (7.116, -5.659, -0.317)
C (7.864, -6.870, -0.222)
C (8.910, -7.000, -1.314)
O (5.258, -4.164, -1.092)
C (3.835, -4.117, -1.282)
C (3.111, -4.386, 0.019)
O (7.114, -4.546, -2.508)
C (7.530, -3.212, -2.187)
C (8.628, -3.136, -1.149)
H (7.183, -7.726, -0.237)
H (8.349, -6.855, 0.754)
H (8.443, -7.073, -2.300)
H (9.519, -7.891, -1.156)
H (9.563, -6.128, -1.333)
H (3.521, -4.819, -2.054)
H (3.589, -3.116, -1.641)
H (3.498, -5.278, 0.512)
H (2.041, -4.513, -0.147)
H (3.250, -3.556, 0.711)
H (6.686, -2.584, -1.914)
H (7.911, -2.808, -3.127)
H (8.249, -3.330, -0.147)
H (9.057, -2.132, -1.151)
H (9.420, -3.853, -1.360)

Output
- net charge = -1
- E_HOMO (eV) = -4.67
- Kohn-Sham gap (eV) = 6.66

***

# 2
The following is a quantum chemistry calculation of a structure of composition C20H46BIN2O11S at a distorted geometry, from the OMol25 dataset.

Element x y z (Å)
C (5.516, 2.918, 5.512)
C (4.857, 2.157, 4.345)
B (3.305, 2.014, 4.520)
O (2.464, 3.040, 4.155)
C (2.599, 0.695, 5.107)
C (3.094, 0.242, 6.484)
O (2.068, 0.338, 7.449)
O (1.848, -1.004, 7.933)
O (3.116, -0.313, 4.116)
S (1.990, -0.739, 3.085)
O (2.438, -0.538, 1.754)
O (1.456, -1.997, 3.471)
O (0.983, 0.431, 3.450)
C (1.089, 0.565, 4.893)
C (0.136, 1.593, 5.506)
I (-1.189, 0.635, 6.916)
C (-0.727, 2.290, 4.446)
C (-1.398, 3.554, 4.974)
H (5.074, 3.905, 5.655)
H (6.573, 3.074, 5.295)
H (5.473, 2.372, 6.455)
H (5.024, 2.754, 3.440)
H (5.364, 1.205, 4.177)
H (2.733, 3.433, 3.312)
H (3.921, 0.872, 6.814)
H (3.469, -0.778, 6.412)
H (1.316, -0.810, 8.722)
H (0.823, -0.422, 5.284)
H (0.685, 2.342, 6.072)
H (-0.115, 2.511, 3.573)
H (-1.502, 1.587, 4.133)
H (-1.786, 3.400, 5.982)
H (-0.678, 4.373, 5.026)
H (-2.232, 3.847, 4.339)
C (0.407, 1.147, -2.894)
O (1.537, 0.600, -2.246)
C (1.226, -0.335, -1.213)
C (1.606, -1.742, -1.616)
N (0.742, -2.250, -2.676)
C (1.188, -3.503, -3.274)
C (2.523, -3.514, -4.010)
O (2.534, -2.751, -5.202)
C (2.802, -1.371, -5.043)
H (0.756, 1.951, -3.540)
H (-0.121, 0.405, -3.500)
H (-0.300, 1.564, -2.169)
H (0.164, -0.283, -0.951)
H (1.810, -0.062, -0.337)
H (1.514, -2.396, -0.744)
H (2.665, -1.719, -1.908)
H (0.669, -1.551, -3.404)
H (0.421, -3.815, -3.989)
H (1.219, -4.267, -2.490)
H (2.716, -4.545, -4.318)
H (3.356, -3.217, -3.362)
H (3.473, -1.185, -4.200)
H (1.889, -0.786, -4.902)
H (3.284, -1.025, -5.958)
C (-2.769, -0.643, -1.767)
O (-2.442, -0.666, -3.141)
C (-2.672, -1.919, -3.775)
C (-3.815, -1.823, -4.761)
N (-5.089, -1.646, -4.079)
C (-6.212, -1.327, -4.953)
C (-6.162, -0.023, -5.742)
O (-6.242, 1.143, -4.945)
C (-5.018, 1.600, -4.404)
H (-2.406, 0.303, -1.365)
H (-3.850, -0.702, -1.595)
H (-2.279, -1.462, -1.233)
H (-2.852, -2.703, -3.034)
H (-1.760, -2.178, -4.321)
H (-3.854, -2.746, -5.349)
H (-3.585, -0.997, -5.449)
H (-4.991, -0.910, -3.392)
H (-7.110, -1.300, -4.332)
H (-6.341, -2.152, -5.662)
H (-7.044, -0.002, -6.387)
H (-5.287, 0.029, -6.402)
H (-4.176, 1.378, -5.066)
H (-4.815, 1.170, -3.419)
H (-5.095, 2.681, -4.288)

Output
- net charge = 0
- E_HOMO (eV) = -8.44
- Kohn-Sham gap (eV) = 8.58

***

# 3
The following is a quantum chemistry calculation of a cluster of 2 separate species, C20H46BN6O4S in total at a distorted geometry, from the OMol25 dataset.

Element x y z (Å)
C (7.407, 0.050, 1.415)
C (6.251, -0.846, 0.976)
C (5.252, -0.122, 0.058)
C (4.716, -0.995, -1.083)
C (3.305, -0.613, -1.524)
C (3.219, 0.762, -2.216)
C (2.103, 1.653, -1.666)
C (0.703, 1.068, -1.859)
C (-0.391, 1.711, -1.003)
C (-0.295, 1.524, 0.534)
N (0.135, 2.718, 1.240)
N (0.687, 0.449, 0.879)
C (-0.076, -0.714, 0.901)
N (0.416, -1.855, 0.501)
C (-0.310, -3.124, 0.510)
C (-0.947, -3.405, -0.848)
C (-1.341, -4.878, -1.024)
C (-2.545, -5.015, -1.964)
N (-3.820, -5.132, -1.261)
C (-4.332, -3.985, -0.662)
C (-4.728, -4.091, 0.800)
O (-4.436, -2.938, -1.260)
N (-1.314, -0.507, 1.336)
C (-1.631, 1.005, 1.192)
N (-2.819, 1.239, 0.453)
B (-1.725, 1.564, 2.692)
O (-0.738, 1.210, 3.589)
O (-2.841, 2.261, 3.023)
H (7.045, 0.842, 2.074)
H (8.168, -0.510, 1.958)
H (7.872, 0.533, 0.554)
H (5.723, -1.163, 1.878)
H (6.645, -1.733, 0.477)
H (5.722, 0.779, -0.345)
H (4.402, 0.237, 0.650)
H (5.401, -0.974, -1.935)
H (4.691, -2.032, -0.730)
H (2.884, -1.396, -2.160)
H (2.693, -0.553, -0.615)
H (3.051, 0.628, -3.287)
H (4.170, 1.276, -2.068)
H (2.309, 1.882, -0.617)
H (2.136, 2.607, -2.202)
H (0.696, -0.020, -1.735)
H (0.414, 1.245, -2.899)
H (-1.356, 1.355, -1.357)
H (-0.399, 2.787, -1.190)
H (1.041, 3.012, 0.887)
H (-0.507, 3.494, 1.052)
H (1.042, 0.629, 1.819)
H (1.360, -1.836, 0.137)
H (0.404, -3.904, 0.770)
H (-1.062, -3.081, 1.299)
H (-0.250, -3.098, -1.631)
H (-1.853, -2.799, -0.947)
H (-0.489, -5.473, -1.356)
H (-1.626, -5.276, -0.043)
H (-2.433, -5.879, -2.619)
H (-2.619, -4.138, -2.606)
H (-3.866, -5.920, -0.631)
H (-5.754, -3.749, 0.928)
H (-4.095, -3.398, 1.357)
H (-4.621, -5.091, 1.214)
H (-2.045, -1.106, 0.966)
H (-3.651, 1.097, 1.011)
H (-2.904, 0.707, -0.405)
H (-0.204, 1.968, 3.856)
H (-2.819, 2.591, 3.930)
C (-3.214, 6.932, -0.217)
S (-2.882, 5.559, 0.881)
O (-1.619, 4.929, 0.375)
C (-4.230, 4.515, 0.340)
H (-2.438, 7.677, -0.055)
H (-3.188, 6.581, -1.248)
H (-4.188, 7.356, 0.027)
H (-4.136, 4.334, -0.731)
H (-5.176, 5.004, 0.573)
H (-4.146, 3.579, 0.886)

Output
- net charge = +1
- E_HOMO (eV) = -11.41
- Kohn-Sham gap (eV) = 9.33

***

# 4
The following is a quantum chemistry calculation of a structure of composition C20H46BiO2P4 at a distorted geometry, from the OMol25 dataset.

Element x y z (Å)
Bi (-0.099, 0.061, 0.235)
P (0.408, 1.356, 2.556)
P (-0.781, 2.465, -0.932)
P (0.343, -2.650, 0.733)
H (1.188, 0.407, -4.891)
C (1.033, -0.640, -4.586)
C (-0.186, -1.207, -4.601)
H (-1.075, -0.651, -4.917)
C (2.046, 2.176, 2.485)
C (-0.732, 2.653, 3.146)
C (0.499, 0.237, 3.991)
C (-1.370, 2.105, -2.620)
C (-2.170, 3.361, -0.162)
C (0.549, 3.688, -1.151)
C (-0.026, -3.599, -0.785)
C (-0.708, -3.475, 1.972)
C (2.054, -3.065, 1.177)
H (1.925, -1.196, -4.278)
H (-0.335, -2.258, -4.329)
H (2.154, 2.841, 3.354)
H (2.154, 2.793, 1.579)
H (2.857, 1.436, 2.516)
H (-0.483, 2.903, 4.190)
H (-1.767, 2.283, 3.112)
H (-0.654, 3.562, 2.534)
H (0.756, 0.811, 4.893)
H (1.254, -0.545, 3.833)
H (-0.477, -0.245, 4.148)
H (-1.360, 3.034, -3.207)
H (-2.395, 1.709, -2.596)
H (-0.720, 1.369, -3.114)
H (-2.213, 4.380, -0.574)
H (-2.045, 3.420, 0.928)
H (-3.119, 2.850, -0.375)
H (0.158, 4.549, -1.712)
H (1.381, 3.242, -1.713)
H (0.921, 4.037, -0.178)
H (0.564, -4.526, -0.787)
H (0.220, -3.010, -1.680)
H (-1.097, -3.848, -0.806)
H (-0.300, -4.471, 2.200)
H (-1.727, -3.582, 1.575)
H (-0.741, -2.878, 2.892)
H (2.140, -4.158, 1.255)
H (2.301, -2.608, 2.146)
H (2.763, -2.691, 0.426)
C (3.447, 0.097, -0.605)
C (4.376, 0.860, 0.111)
C (5.698, 0.428, 0.142)
C (6.074, -0.726, -0.546)
C (5.140, -1.457, -1.281)
C (3.802, -1.040, -1.326)
O (2.109, 0.506, -0.632)
H (1.957, 1.161, 0.114)
H (4.052, 1.783, 0.601)
H (6.431, 1.007, 0.699)
H (7.114, -1.057, -0.514)
H (5.439, -2.349, -1.835)
H (3.050, -1.567, -1.921)
C (-4.000, -2.298, -0.433)
P (-3.916, -0.568, 0.026)
C (-4.610, 0.410, -1.310)
C (-4.940, -0.358, 1.488)
O (-2.489, -0.132, 0.330)
H (-5.032, -2.549, -0.711)
H (-3.704, -2.925, 0.419)
H (-3.343, -2.500, -1.291)
H (-5.672, 0.156, -1.408)
H (-4.523, 1.484, -1.103)
H (-4.103, 0.170, -2.253)
H (-4.639, -1.098, 2.241)
H (-4.811, 0.655, 1.889)
H (-5.995, -0.517, 1.232)

Output
- net charge = +3
- E_HOMO (eV) = -16.42
- Kohn-Sham gap (eV) = 6.59

***

The lowest E_HOMO belongs to which entry? C20H46BiO2P4

***

What is the net charge in the first record? -1

***

What is the formula in the fourth record? C20H46BiO2P4